# 1
This record from OMol25 describes a cluster of 2 separate species, C43H44F6N4O2S in total at a distorted geometry. The level of theory is ωB97M-V/def2-TZVPD.

Geometry as XYZ:
```
100
Properties=species:S:1:pos:R:3
C -3.85 0.34 -3.81
C -3.83 -0.35 -2.45
C -4.56 -1.69 -2.46
C -4.39 0.57 -1.36
C -5.71 1.00 -1.44
C -6.27 1.77 -0.42
C -5.54 2.02 0.75
C -4.23 1.55 0.88
C -3.55 1.59 2.25
C -4.36 0.82 3.30
C -3.27 3.03 2.67
C -3.62 0.94 -0.24
N -2.32 0.35 -0.10
N -2.30 -1.00 0.05
N -1.02 -1.31 0.33
C -0.71 -2.62 0.83
C -0.86 -3.70 -0.04
C -1.54 -3.54 -1.40
C -2.42 -4.73 -1.78
C -0.55 -3.18 -2.51
C -0.32 -4.92 0.36
C 0.27 -5.06 1.63
C 0.26 -3.99 2.53
C -0.28 -2.76 2.15
C -0.52 -1.67 3.20
C 0.73 -1.34 4.00
C -1.67 -2.07 4.13
C -0.21 -0.19 0.32
C 1.22 -0.27 0.52
C 1.92 0.77 1.18
C 3.30 0.78 1.24
C 4.03 -0.23 0.62
C 5.52 -0.16 0.50
F 6.15 -1.31 0.88
F 5.87 0.07 -0.82
F 6.07 0.86 1.22
C 3.38 -1.32 0.04
C 1.99 -1.35 0.00
C -1.02 0.90 0.04
C -0.57 2.20 -0.17
H -3.32 1.30 -3.73
H -3.34 -0.28 -4.56
H -4.87 0.53 -4.14
H -2.79 -0.56 -2.19
H -4.50 -2.16 -1.47
H -5.62 -1.57 -2.72
H -4.09 -2.38 -3.18
H -6.31 0.70 -2.30
H -7.29 2.14 -0.51
H -6.00 2.54 1.59
H -2.59 1.09 2.13
H -4.52 -0.21 2.96
H -3.82 0.78 4.25
H -5.34 1.28 3.47
H -2.56 3.48 1.96
H -4.19 3.63 2.66
H -2.84 3.07 3.68
H -2.22 -2.68 -1.28
H -3.11 -4.97 -0.96
H -3.03 -4.49 -2.66
H -1.82 -5.62 -2.01
H -0.02 -2.25 -2.27
H 0.20 -3.97 -2.63
H -1.08 -3.04 -3.47
H -0.35 -5.77 -0.32
H 0.71 -6.01 1.92
H 0.66 -4.11 3.54
H -0.82 -0.77 2.66
H 1.54 -1.03 3.32
H 0.53 -0.51 4.69
H 1.08 -2.21 4.57
H -2.58 -2.28 3.56
H -1.41 -2.97 4.70
H -1.90 -1.25 4.83
H 1.34 1.58 1.63
H 3.83 1.60 1.72
H 3.96 -2.13 -0.41
H 1.48 -2.21 -0.43
H 0.51 2.27 -0.19
H -1.31 2.97 -0.37
F 2.99 5.67 -0.22
C 2.28 4.69 0.40
F 2.86 4.44 1.61
F 1.01 5.15 0.64
S 2.17 3.29 -0.65
N 3.93 3.13 -1.31
C 4.12 2.64 -2.61
O 3.25 2.22 -3.36
C 5.60 2.70 -2.83
C 6.19 3.16 -1.67
C 7.57 3.28 -1.55
C 8.37 2.89 -2.63
C 7.76 2.41 -3.81
C 6.36 2.31 -3.91
C 5.14 3.37 -0.64
O 5.30 3.67 0.53
H 7.98 3.69 -0.62
H 9.46 2.95 -2.58
H 8.38 2.11 -4.66
H 5.86 1.93 -4.79
```

Energy above the lowest of the compared OMol25 structures with the same formula, charge and spin, eV: 0.000
HOMO-LUMO gap, hartree: 0.2180
Charge: 0

These are the Mulliken partial charges, in e, on atoms 1 to 99: number 1, C, carries -1.629; number 2, C, carries 1.076; number 3, C, carries -1.437; number 4, C, carries 0.061; number 5, C, carries -0.297; number 6, C, carries -1.431; number 7, C, carries -0.309; number 8, C, carries 0.631; number 9, C, carries 1.864; number 10, C, carries -1.435; number 11, C, carries -1.452; number 12, C, carries -0.948; number 13, N, carries 1.322; number 14, N, carries -0.914; number 15, N, carries 2.323; number 16, C, carries -0.744; number 17, C, carries 0.375; number 18, C, carries 2.538; number 19, C, carries -1.730; number 20, C, carries -1.435; number 21, C, carries -0.296; number 22, C, carries -1.579; number 23, C, carries -0.242; number 24, C, carries -0.381; number 25, C, carries 1.572; number 26, C, carries -1.483; number 27, C, carries -1.534; number 28, C, carries -1.156; number 29, C, carries 1.438; number 30, C, carries -0.972; number 31, C, carries -0.857; number 32, C, carries 0.406; number 33, C, carries 0.758; number 34, F, carries -0.285; number 35, F, carries -0.243; number 36, F, carries -0.290; number 37, C, carries -1.783; number 38, C, carries 0.118; number 39, C, carries 1.460; number 40, C, carries -0.632; number 41, H, carries 0.386; number 42, H, carries 0.455; number 43, H, carries 0.301; number 44, H, carries 0.054; number 45, H, carries 0.277; number 46, H, carries 0.451; number 47, H, carries 0.325; number 48, H, carries 0.359; number 49, H, carries 0.330; number 50, H, carries 0.360; number 51, H, carries -0.932; number 52, H, carries 0.322; number 53, H, carries 0.381; number 54, H, carries 0.323; number 55, H, carries 0.312; number 56, H, carries 0.297; number 57, H, carries 0.417; number 58, H, carries -1.088; number 59, H, carries 0.410; number 60, H, carries 0.414; number 61, H, carries 0.443; number 62, H, carries 0.304; number 63, H, carries 0.309; number 64, H, carries 0.427; number 65, H, carries 0.333; number 66, H, carries 0.354; number 67, H, carries 0.380; number 68, H, carries -0.691; number 69, H, carries 0.228; number 70, H, carries 0.417; number 71, H, carries 0.364; number 72, H, carries 0.353; number 73, H, carries 0.315; number 74, H, carries 0.425; number 75, H, carries 0.798; number 76, H, carries 0.522; number 77, H, carries 0.444; number 78, H, carries 0.377; number 79, H, carries -1.438; number 80, H, carries 0.481; number 81, F, carries -0.226; number 82, C, carries 0.806; number 83, F, carries -0.210; number 84, F, carries -0.222; number 85, S, carries 0.159; number 86, N, carries 0.121; number 87, C, carries 0.290; number 88, O, carries -0.647; number 89, C, carries 0.340; number 90, C, carries 0.567; number 91, C, carries -0.530; number 92, C, carries -0.497; number 93, C, carries -0.458; number 94, C, carries -0.603; number 95, C, carries 0.260; number 96, O, carries -0.642; number 97, H, carries 0.486; number 98, H, carries 0.403; number 99, H, carries 0.384



# 2
This record from OMol25 describes the ion C3H8FN3 with charge +2 at a distorted geometry. The level of theory is ωB97M-V/def2-TZVPD.

Geometry as XYZ:
```
15
Properties=species:S:1:pos:R:3
C 0.62 1.28 -0.10
N -0.04 0.05 -0.19
C 0.75 -1.23 0.05
N 2.01 -1.38 -0.05
C -1.40 -0.11 -0.02
N -2.36 0.77 0.06
F -1.82 -1.36 0.14
H 1.74 1.15 0.32
H -0.01 1.91 0.49
H 0.79 1.70 -1.20
H 0.30 -2.11 0.48
H 2.35 -2.19 0.37
H 2.60 -0.81 -0.64
H -2.17 1.79 0.07
H -3.36 0.55 0.22
```

Energy above the lowest of the compared OMol25 structures with the same formula, charge and spin, eV: 0.574
HOMO-LUMO gap, hartree: 0.3845
SMILES string: C/[N+](=C\N)C(=[NH2+])F
Charge: +2

The computed Mulliken charges, all in e, follow: number 1, C, carries -1.002; number 2, N, carries 0.095; number 3, C, carries 0.101; number 4, N, carries -0.146; number 5, C, carries 0.684; number 6, N, carries -0.241; number 7, F, carries -0.164; number 8, H, carries 0.356; number 9, H, carries 0.381; number 10, H, carries 0.349; number 11, H, carries 0.434; number 12, H, carries 0.287; number 13, H, carries 0.293; number 14, H, carries 0.246; number 15, H, carries 0.326



# 3
This record from OMol25 describes an isolated molecule of C5H10O2 at a distorted geometry. The level of theory is ωB97M-V/def2-TZVPD.

Geometry as XYZ:
```
17
Properties=species:S:1:pos:R:3
C 1.25 0.23 1.80
C -0.13 -0.13 1.34
C 0.07 0.41 -0.92
C -1.44 0.72 -1.10
O -2.24 -0.43 -0.99
C 0.40 -1.06 -0.45
O -0.14 -1.40 0.84
H 1.44 1.31 1.70
H 1.08 0.03 2.87
H 2.10 -0.37 1.47
H 0.58 0.38 -1.88
H 0.54 1.25 -0.39
H -1.60 1.12 -2.10
H -1.77 1.48 -0.38
H -2.17 -0.73 -0.07
H 1.48 -1.25 -0.44
H -0.10 -1.71 -1.16
```

Energy above the lowest of the compared OMol25 structures with the same formula, charge and spin, eV: 5.577
HOMO-LUMO gap, hartree: 0.3222
Charge: 0

The computed Mulliken charges, all in e, follow: number 1, C, carries -0.767; number 2, C, carries -0.264; number 3, C, carries -0.428; number 4, C, carries -0.355; number 5, O, carries -0.567; number 6, C, carries -0.681; number 7, O, carries -0.286; number 8, H, carries 0.317; number 9, H, carries 0.315; number 10, H, carries 0.299; number 11, H, carries 0.411; number 12, H, carries 0.228; number 13, H, carries 0.343; number 14, H, carries 0.248; number 15, H, carries 0.382; number 16, H, carries 0.377; number 17, H, carries 0.426



# 4
This record from OMol25 describes a structure of composition C4H5Li2O5 at a distorted geometry. The level of theory is ωB97M-V/def2-TZVPD.

Geometry as XYZ:
```
16
Properties=species:S:1:pos:R:3
O 1.88 -0.27 0.05
C 0.83 0.26 -0.53
C 1.82 -1.70 -0.09
O 0.51 1.42 -0.40
O 0.14 -0.58 -1.25
C 0.65 -1.91 -1.06
H 1.65 -2.13 0.90
H 2.79 -2.04 -0.48
H -0.15 -2.52 -0.64
H 0.96 -2.30 -2.03
O -2.51 0.98 0.57
C -2.19 -0.18 0.95
O -1.06 -0.44 1.42
Li -0.68 1.58 1.41
Li 0.65 3.28 -0.34
H -2.90 -1.01 0.77
```

HOMO-LUMO gap (spin up / spin down), hartree: 0.1604 / 0.3627
Charge: 0
2S+1: 2

The computed Mulliken charges, all in e, follow: number 1, O, carries -0.268; number 2, C, carries 0.940; number 3, C, carries -0.289; number 4, O, carries -0.286; number 5, O, carries -0.230; number 6, C, carries -0.267; number 7, H, carries 0.251; number 8, H, carries 0.281; number 9, H, carries 0.247; number 10, H, carries 0.297; number 11, O, carries -0.763; number 12, C, carries 0.277; number 13, O, carries -0.832; number 14, Li, carries 0.583; number 15, Li, carries -0.380; number 16, H, carries 0.442



# 5
This record from OMol25 describes a structure of composition C16H15BF4MoN3O4S6Se2Te2. The level of theory is ωB97M-V/def2-TZVPD.

Geometry as XYZ:
```
54
Properties=species:S:1:pos:R:3
Mo -0.65 1.44 -1.03
Se -3.06 2.17 -0.49
Te -3.74 3.11 -2.69
Te -3.59 0.69 -3.83
Se -1.17 0.32 -3.13
N -0.14 2.72 0.73
H 0.82 3.03 0.70
H -0.28 2.17 1.58
H -0.77 3.52 0.70
O -1.12 0.30 2.47
C -1.53 -0.18 1.43
O -0.97 0.07 0.28
C -2.73 -1.08 1.36
C -3.34 -1.45 2.55
C -4.47 -2.25 2.53
C -4.97 -2.62 1.29
C -4.39 -2.26 0.09
C -3.25 -1.47 0.13
N -6.18 -3.47 1.26
O -6.62 -3.78 0.17
O -6.67 -3.80 2.33
H -2.91 -1.12 3.49
H -4.97 -2.56 3.43
H -4.83 -2.57 -0.84
H -2.77 -1.16 -0.79
F -0.17 3.33 -1.81
B -0.35 4.84 -1.67
F -0.90 5.28 -2.83
F 0.93 5.30 -1.45
F -1.15 5.02 -0.56
S -0.57 -3.08 -1.00
C 1.04 -2.74 -0.75
N 1.95 -2.89 -1.77
C 3.29 -2.73 -1.66
C 3.84 -2.39 -0.47
C 2.96 -2.17 0.62
C 1.62 -2.32 0.48
H 1.54 -3.12 -2.67
H 3.86 -2.87 -2.57
H 4.91 -2.27 -0.38
H 3.37 -1.85 1.57
H 0.94 -2.13 1.30
C 3.14 2.69 2.02
S 2.70 0.98 1.56
C 3.65 0.82 0.11
C 3.22 0.81 -1.17
S 1.69 0.90 -1.99
S 4.51 0.62 -2.35
C 5.84 0.43 -1.28
S 7.39 0.13 -1.78
S 5.37 0.57 0.37
H 2.69 2.88 3.00
H 2.75 3.41 1.29
H 4.22 2.80 2.09
```

Energy above the lowest of the compared OMol25 structures with the same formula, charge and spin, eV: 0.726
HOMO-LUMO gap (spin up / spin down), hartree: 0.2192 / 0.2239
Charge: -1
2S+1: 3

The computed Mulliken charges, all in e, follow: number 1, Mo, carries 0.520; number 2, Se, carries -0.416; number 3, Te, carries -0.119; number 4, Te, carries -0.129; number 5, Se, carries -0.185; number 6, N, carries -0.556; number 7, H, carries 0.124; number 8, H, carries 0.225; number 9, H, carries 0.339; number 10, O, carries -0.774; number 11, C, carries -0.343; number 12, O, carries 0.735; number 13, C, carries 0.155; number 14, C, carries -0.500; number 15, C, carries -0.525; number 16, C, carries 0.028; number 17, C, carries -0.591; number 18, C, carries 0.151; number 19, N, carries 1.029; number 20, O, carries -0.619; number 21, O, carries -0.634; number 22, H, carries 0.491; number 23, H, carries 0.496; number 24, H, carries 0.497; number 25, H, carries 0.479; number 26, F, carries 0.008; number 27, B, carries 0.154; number 28, F, carries -0.277; number 29, F, carries -0.321; number 30, F, carries -0.437; number 31, S, carries -0.315; number 32, C, carries -0.067; number 33, N, carries 0.030; number 34, C, carries -0.503; number 35, C, carries -0.701; number 36, C, carries -0.336; number 37, C, carries -0.306; number 38, H, carries 0.259; number 39, H, carries 0.424; number 40, H, carries 0.639; number 41, H, carries 0.591; number 42, H, carries 0.337; number 43, C, carries -1.047; number 44, S, carries 0.161; number 45, C, carries -0.229; number 46, C, carries 0.194; number 47, S, carries 0.156; number 48, S, carries -0.084; number 49, C, carries 0.104; number 50, S, carries -0.246; number 51, S, carries -0.103; number 52, H, carries 0.375; number 53, H, carries 0.290; number 54, H, carries 0.370



# 6
This record from OMol25 describes the ion C2H7N4 with charge +1 at a distorted geometry. The level of theory is ωB97M-V/def2-TZVPD.

Geometry as XYZ:
```
13
Properties=species:S:1:pos:R:3
C 0.02 0.86 -0.93
C -1.03 0.28 1.90
N -0.07 1.75 0.34
N -0.47 1.23 1.31
N -0.25 -0.45 -0.69
N 0.87 -1.33 -0.85
H -0.80 1.36 -1.46
H 0.98 1.12 -1.38
H -0.65 -0.06 2.85
H -2.03 -0.02 1.61
H 0.65 -2.01 -1.61
H 1.02 -1.89 0.01
H 1.76 -0.85 -1.10
```

Energy above the lowest of the compared OMol25 structures with the same formula, charge and spin, eV: 6.076
HOMO-LUMO gap (spin up / spin down), hartree: 0.3061 / 0.3061
Charge: +1

The computed Mulliken charges, all in e, follow: number 1, C, carries -0.281; number 2, C, carries -0.245; number 3, N, carries -0.402; number 4, N, carries 0.443; number 5, N, carries -0.612; number 6, N, carries -0.197; number 7, H, carries 0.307; number 8, H, carries 0.333; number 9, H, carries 0.295; number 10, H, carries 0.300; number 11, H, carries 0.348; number 12, H, carries 0.335; number 13, H, carries 0.374